w.
DFT (ωB97M-V/def2-TZVPD) results for C2H2FNO in the gas phase.

The SMILES is [O-][N+]#CCF. For the gap between HOMO and LUMO, the calculation gives 9.998 eV. As for the HOMO energy: -0.37743 Eh. The total charge is 0.

XYZ file:
```
7
Properties=species:S:1:pos:R:3:lowdin_charge:R:1
H -0.2160 -0.3300 -1.0485 0.15
N -2.8888 -0.1016 -0.0108 0.10
O -4.5419 -0.3901 -0.1195 -0.21
F 0.0906 1.5934 -0.0737 -0.02
C -0.3219 0.2805 -0.1157 -0.20
H 0.4751 -0.1550 0.6184 0.17
C -1.7089 0.1840 0.1475 0.02
```



x.
DFT (ωB97M-V/def2-TZVPD) results for 2 unconnected molecules or ions with the total composition C2H2FNO.

For the gap between HOMO and LUMO (spin up / spin down), the calculation gives 8.565 / 9.092 eV. As for the HOMO energy (spin up / spin down): -0.35113 / -0.36982 Eh. The total charge is 0.

XYZ file:
```
7
Properties=species:S:1:pos:R:3:lowdin_charge:R:1
C 1.6520 1.2426 1.0506 -0.17
H -1.3173 0.3140 0.4236 0.13
C 0.4507 1.0473 0.3245 -0.48
N 2.6098 1.3555 1.6699 0.20
O -0.5883 0.5621 1.0123 0.06
F 0.1383 1.9372 -0.6214 0.09
H 0.9677 -0.6033 -0.6734 0.17
```



The most stable of them is x.



w.
DFT (ωB97M-V/def2-TZVPD) results for C17H17N9O2 in the gas phase.

The SMILES is Cc1nn(-c2ncnc3nc[nH]c23)c2c1[C@H](OCCn1cccn1)CC(=O)N2. For the gap between HOMO and LUMO, the calculation gives 8.747 eV. As for the HOMO energy: -0.32702 Eh. The total charge is 0.

XYZ file:
```
45
Properties=species:S:1:pos:R:3:lowdin_charge:R:1
C -0.7574 -2.4606 -1.0596 -0.01
C 5.7360 -2.7517 1.5691 -0.14
N -1.6739 2.7140 -2.4279 0.13
C 5.1716 -4.0847 1.6942 -0.09
H 1.4244 -0.6150 -0.6029 0.11
O 0.6542 -2.1406 0.7478 -0.14
H -2.7526 0.4136 3.5165 0.08
H -1.8189 -2.7340 -1.2497 0.15
C -1.6436 0.3294 1.5529 -0.20
C -1.8768 2.7968 -1.1042 -0.13
C -2.3793 3.9928 -0.5077 -0.17
N -3.2593 6.0563 -0.7387 0.16
H -2.1169 3.8157 -4.2922 0.11
C -2.0381 -0.2132 2.9349 -0.02
C 1.8373 -1.2729 0.2013 -0.06
H 3.3762 -1.8275 -1.3305 0.13
H 6.7468 -2.4845 1.9890 0.12
C -3.4927 5.5155 0.4655 -0.16
H 5.6488 -5.0631 1.8654 0.09
C -0.6660 -1.8620 0.3060 -0.32
H -1.1993 -0.0969 3.6369 0.08
C -1.0612 0.4393 -0.6054 -0.13
N 3.7077 -2.7048 0.6503 -0.15
C -0.5450 -1.3337 -2.0679 -0.54
C -2.5984 4.9949 -1.3654 -0.34
N -1.9149 1.6066 1.0889 0.10
H -2.4016 -1.2403 2.8985 0.07
C 3.9548 -4.0208 1.0592 -0.09
N -0.5426 -0.0426 -1.8353 0.15
O -0.3772 -1.5319 -3.2177 0.09
H -2.9216 3.8047 1.5128 0.17
N -2.3057 4.9747 -2.6593 0.14
H -1.3047 -2.5171 0.9923 0.17
N 4.8570 -2.0552 0.8730 0.02
H -3.9499 5.9962 1.2937 0.12
C -2.0133 3.7842 -3.2214 -0.14
H -0.4503 0.4912 -2.7388 0.18
N -1.6170 1.6768 -0.2585 0.01
C 2.8245 -2.2856 -0.4716 -0.08
H 2.1878 -3.1456 -0.8295 0.13
H 2.2602 -0.7174 1.0001 0.10
H 3.2973 -4.8709 0.8650 0.11
H -0.0191 -3.2800 -1.2385 0.15
C -1.1066 -0.4315 0.4579 -0.07
N -2.8808 4.3815 0.6514 0.11
```



x.
DFT (ωB97M-V/def2-TZVPD) results for C17H17N9O2 in the gas phase.

The SMILES is Cc1nn(-c2ncnc3nc[nH]c23)c2c1[C@@H](OCCn1cccn1)CC(=O)N2. For the gap between HOMO and LUMO, the calculation gives 9.138 eV. As for the HOMO energy: -0.33247 Eh. The total charge is 0.

XYZ file:
```
45
Properties=species:S:1:pos:R:3:lowdin_charge:R:1
N 2.0164 1.4851 1.1069 0.15
N 5.6565 2.0265 -2.2812 0.14
C 0.9226 -0.4664 0.8899 -0.07
C -5.7754 -1.1053 -1.1167 -0.07
H -0.7971 1.7745 2.1936 0.07
N 5.2497 4.2388 -1.3384 0.12
C 5.0118 2.8503 -1.5091 -0.33
C 4.3464 4.6641 -0.4542 -0.13
C -6.6062 -1.2531 0.9323 -0.18
H 0.5552 1.9913 3.3030 0.09
O 1.1097 -3.2569 -1.9279 0.09
H -0.2974 0.4426 3.1573 0.07
C 0.0713 1.2863 2.5941 0.00
C 3.9899 2.4545 -0.6958 -0.12
C 5.2604 0.7479 -2.2708 -0.16
N 2.0514 -1.5164 -0.9236 0.19
C 0.3943 -2.8308 0.3369 -0.01
H -2.6031 -2.5856 -0.0931 0.14
H 4.3163 5.6610 -0.0208 0.13
C 3.6222 1.1139 -0.6891 -0.18
C -3.3918 -0.5823 -0.2910 -0.12
H -3.2525 -0.5120 -1.3826 0.14
O -1.1943 -1.0118 0.1347 -0.10
N -5.3726 -0.8887 1.0962 0.06
C 1.9004 -0.4917 0.0011 -0.15
H -2.7755 -1.6553 1.4300 0.12
C 1.1941 -2.5691 -0.9368 -0.45
H 2.4785 -1.3327 -1.8168 0.14
H 5.7946 0.0694 -2.8791 0.10
H -0.4037 -3.5382 0.0891 0.13
C -6.9508 -1.3880 -0.4547 -0.08
N -4.8227 -0.8462 -0.1355 -0.16
N 3.5822 3.6138 -0.0343 0.10
N 4.2512 0.2565 -1.5130 0.14
H -3.1516 0.3874 0.1180 0.12
H -7.3113 -1.5119 1.7283 0.10
C -2.4913 -1.5828 0.3806 -0.17
H 1.0582 -3.3406 1.0706 0.15
H -0.4337 -1.6871 1.9937 0.15
H -7.8955 -1.7246 -0.8645 0.09
C -0.1427 -1.5317 0.9435 -0.27
N 2.5930 0.7008 0.1238 0.03
H 2.8328 3.6306 0.6658 0.14
H -5.6036 -0.9932 -2.1897 0.12
C 1.0133 0.8072 1.5294 -0.27
```



The most stable of them is x.



w.
DFT (ωB97M-V/def2-TZVPD) results for C2H2BrP in the gas phase.

The SMILES is Br[C@H]1C=P1. For the gap between HOMO and LUMO, the calculation gives 8.294 eV. As for the HOMO energy: -0.34028 Eh. The total charge is 0.

XYZ file:
```
6
Properties=species:S:1:pos:R:3:lowdin_charge:R:1
C 0.7767 0.0506 0.5875 -0.57
H -0.4826 0.3379 -1.4663 0.03
H 1.2263 0.8341 1.3293 0.09
Br -2.4121 0.3378 0.0003 0.25
C -0.2709 -0.1378 -0.4197 -0.76
P 1.1626 -1.4224 -0.0310 0.95
```



x.
DFT (ωB97M-V/def2-TZVPD) results for a molecular structure, C2H2BrP.

For the gap between HOMO and LUMO, the calculation gives 7.425 eV. As for the HOMO energy: -0.33027 Eh. The total charge is 0.

XYZ file:
```
6
Properties=species:S:1:pos:R:3:lowdin_charge:R:1
H 1.7525 -0.4563 -1.0821 0.10
Br -2.4185 -1.4573 1.0664 -0.37
C 0.0663 0.7305 -0.2678 -0.41
C 1.1381 -0.0622 -0.2161 -0.29
P 0.1770 0.0685 1.3419 0.91
H -0.7153 1.1769 -0.8423 0.07
```



The most stable of them is x.



w.
DFT (ωB97M-V/def2-TZVPD) results for 2 unconnected molecules or ions with the total composition C2HCl2NO.

For the gap between HOMO and LUMO (spin up / spin down), the calculation gives 7.255 / 7.125 eV. As for the HOMO energy (spin up / spin down): -0.36502 / -0.36205 Eh. The total charge is 0.

XYZ file:
```
7
Properties=species:S:1:pos:R:3:lowdin_charge:R:1
O 0.9287 -0.2561 -0.3880 -0.01
C -0.7557 1.6192 2.0849 -0.30
C 0.9209 1.0527 0.0781 -1.06
H 0.3509 -0.1322 -1.1449 0.08
Cl 0.2878 2.2322 -1.0517 0.70
N -1.1707 1.4932 3.1356 -0.10
Cl 2.2519 1.4990 1.1495 0.69
```



x.
DFT (ωB97M-V/def2-TZVPD) results for a molecular structure, C2HCl2NO.

For the gap between HOMO and LUMO, the calculation gives 11.864 eV. As for the HOMO energy: -0.43077 Eh. The total charge is 0.

XYZ file:
```
7
Properties=species:S:1:pos:R:3:lowdin_charge:R:1
C -0.1703 -0.3536 -0.2569 -1.20
Cl -1.1109 -1.3184 0.8358 0.69
C 1.2143 -0.1110 0.0006 -0.29
O -0.7947 1.2167 -0.0890 -0.13
H -0.8013 1.3732 0.8302 0.02
Cl -0.5301 -0.9753 -1.8244 0.70
N 2.1930 0.1683 0.5036 0.21
```



The most stable of them is x.



w.
DFT (ωB97M-V/def2-TZVPD) results for a molecular structure, C9H14N4O3S.

For the gap between HOMO and LUMO, the calculation gives 9.671 eV. As for the HOMO energy: -0.33477 Eh. The total charge is 0.

XYZ file:
```
31
Properties=species:S:1:pos:R:3:lowdin_charge:R:1
H -4.1860 -0.9972 1.4122 0.13
C -0.6039 0.4527 -0.1926 -0.52
O -0.7442 1.4522 -0.8257 0.11
C 3.9049 1.2967 -0.4975 0.00
C -3.9754 -1.1353 0.2216 -0.45
H 5.7583 -1.3175 0.7430 0.15
H 0.2231 -2.1551 -0.4044 0.07
N 3.6846 -0.9346 0.3022 0.05
O -2.9180 2.4627 0.0132 0.07
H -2.0168 2.3182 -0.3648 0.05
H -3.5645 -2.0820 -0.0248 0.04
H -6.2078 0.1358 0.0643 -0.10
O -4.0778 1.2220 1.6051 0.07
H 6.1611 1.1410 0.0630 0.19
H -2.7373 0.2501 -1.0217 0.10
H 3.9409 2.4501 -0.7325 0.14
H 1.0238 0.4121 1.0498 0.20
H 1.5574 0.6457 -2.0654 0.20
H 1.8880 -1.2145 -1.4096 0.14
C 1.6031 -0.1120 -0.9500 -0.11
H 1.4874 -2.0827 0.7449 0.09
C 0.6180 -0.2173 0.1504 -0.32
N 0.5536 -1.7292 0.4373 0.05
C -3.3289 1.2712 0.6381 -0.42
S -5.5205 -0.8031 -0.7218 0.68
C 4.9073 -0.5224 0.6379 -0.23
N 5.1222 0.7563 0.1987 -0.03
C -2.8514 0.0111 -0.0675 -0.28
H -1.2275 -0.9309 0.8935 0.09
C 3.0990 0.1614 -0.2893 -0.33
N -1.5731 -0.2055 0.3925 0.14
```



x.
DFT (ωB97M-V/def2-TZVPD) results for C9H14N4O3S in the gas phase.

The SMILES is CCOC(=O)CSc1n[nH]c(NC(=O)CC)n1. For the gap between HOMO and LUMO, the calculation gives 8.978 eV. As for the HOMO energy: -0.30965 Eh. The total charge is 0.

XYZ file:
```
31
Properties=species:S:1:pos:R:3:lowdin_charge:R:1
C 0.3915 -2.6698 6.3422 -0.09
H 0.6332 -3.8574 4.5522 0.12
H -0.2461 -1.8696 6.7080 0.08
C -0.3169 1.5898 -2.0511 -0.35
H 0.5000 0.4953 2.5755 0.14
H 0.0564 4.0529 -5.4766 0.08
H 0.4864 3.4831 -7.0942 0.08
N -0.2384 -2.1710 2.6886 0.17
H 0.2959 -3.5275 7.0024 0.07
H -1.0377 -3.3975 4.8924 0.12
S -0.7420 -0.1876 -1.9128 0.99
C 0.1309 -1.8729 3.9776 -0.46
H -0.9067 2.1359 -1.3181 0.09
H -1.0294 1.8750 -5.9205 0.12
H 0.5658 1.1321 -6.2551 0.12
N 0.1744 0.0107 1.7509 0.08
H 1.6526 3.3444 -5.7693 0.08
C -0.6472 2.0524 -3.4522 -0.59
C -0.0025 -3.0479 4.9203 -0.17
C 0.0423 1.9136 -5.7012 -0.21
C -0.3963 -0.3744 -0.2271 -0.72
N -0.5831 -1.5522 0.4179 0.12
C 0.5986 3.2910 -6.0311 -0.06
O -1.5912 2.7388 -3.7351 0.12
O 0.2428 1.5855 -4.3237 -0.02
O 0.5204 -0.7723 4.2927 0.09
N 0.0607 0.5956 0.5397 0.05
C -0.2174 -1.2725 1.6510 -0.36
H 1.4193 -2.3181 6.3656 0.08
H 0.7475 1.6879 -1.8460 0.09
H -0.5637 -3.0932 2.4371 0.16
```



The most stable of them is x.



w.
DFT (ωB97M-V/def2-TZVPD) results for a molecular structure, C4H8SSi2.

For the gap between HOMO and LUMO (spin up / spin down), the calculation gives 7.871 / 7.872 eV. As for the HOMO energy (spin up / spin down): -0.29943 / -0.29944 Eh. The total charge is 0.

XYZ file:
```
15
Properties=species:S:1:pos:R:3:lowdin_charge:R:1
Si 2.0584 -1.0011 -1.4534 0.56
H -3.1809 -1.4360 -0.2049 0.01
C -1.7767 0.0387 0.4900 -0.34
C 0.2267 -0.7954 -0.9502 -0.64
H 1.3798 2.3550 0.9728 -0.11
C -0.5240 0.4790 0.3013 -0.31
H 2.9049 -0.1402 -0.6441 -0.09
H 2.4509 -2.5571 -1.2484 -0.05
Si 0.2159 1.7557 1.4918 0.63
C -2.3003 -0.9673 -0.3148 -0.40
H -0.7160 2.9087 1.6780 -0.07
H 2.4946 -0.8063 -2.7691 -0.13
H 0.3347 1.3169 2.8166 -0.11
H -2.4261 0.5121 1.2181 0.11
S -1.1419 -1.6627 -1.3838 0.93
```



x.
DFT (ωB97M-V/def2-TZVPD) results for C4H8SSi2 in the gas phase.

The SMILES is [SiH3][SiH2]c1cccs1. For the gap between HOMO and LUMO, the calculation gives 9.163 eV. As for the HOMO energy: -0.31649 Eh. The total charge is 0.

XYZ file:
```
15
Properties=species:S:1:pos:R:3:lowdin_charge:R:1
C 2.7802 0.3357 0.3972 -0.19
C 0.5626 0.3251 -0.3679 -0.73
Si -1.1781 0.8398 -0.7699 0.56
H -2.6538 -1.5917 1.3785 -0.18
H 3.6886 0.8870 0.8444 0.13
C 1.5334 1.0478 0.3039 -0.20
H -1.1409 0.9000 -2.1705 -0.10
H 1.4610 1.9892 0.6479 0.06
S 1.0779 -1.3498 -0.5726 0.93
H 3.4354 -1.6479 0.2332 0.06
H -1.6515 1.9717 -0.0263 -0.09
H -3.5860 -1.9508 -0.5799 -0.18
H -3.9945 0.1799 0.4851 -0.12
C 2.6383 -0.9786 0.0168 -0.45
Si -2.9727 -0.9574 0.1803 0.52
```



The most stable of them is x.